*A*
{
  "formula": "C21H24N2O2S",
  "method": "ωB97M-V/def2-TZVPD",
  "homo_lumo_gap_ev": 8.52,
  "total_charge": 0,
  "lumo_energy_ev": 0.60,
  "elements": ["C", "C", "C", "C", "C", "C", "C", "C", "N", "C", "O", "C", "O", "C", "C", "C", "C", "C", "S", "N", "C", "C", "C", "C", "C", "C", "H", "H", "H", "H", "H", "H", "H", "H", "H", "H", "H", "H", "H", "H", "H", "H", "H", "H", "H", "H", "H", "H", "H", "H"],
  "coordinates": [[6.21759, 0.18984, 1.01732], [5.63300, -0.02548, -0.37950], [4.52474, -1.03878, -0.35223], [4.83374, -2.39120, -0.24410], [3.84895, -3.35965, -0.22302], [2.51678, -2.99277, -0.32105], [2.18578, -1.65659, -0.42912], [3.18049, -0.68472, -0.43477], [2.77385, 0.67559, -0.54718], [2.77761, 1.55648, 0.47513], [3.32734, 1.39704, 1.54134], [2.01060, 2.85162, 0.15858], [0.98564, 2.69861, -0.79677], [-0.05752, 1.86137, -0.50484], [-0.19230, 1.13668, 0.67416], [-1.25995, 0.27128, 0.82815], [-2.21865, 0.13096, -0.16654], [-3.29197, -0.86945, -0.02034], [-2.88496, -2.47025, 0.01949], [-4.55731, -0.45983, 0.04644], [-4.99136, 0.92113, 0.15640], [-6.50881, 0.83400, 0.01738], [-6.82656, -0.51677, 0.65602], [-5.66189, -1.38768, 0.19783], [-2.08545, 0.87103, -1.33990], [-1.01553, 1.72229, -1.50941], [7.02914, 0.91291, 0.97834], [6.60196, -0.74497, 1.41833], [5.44580, 0.56402, 1.68409], [5.26129, 0.92565, -0.76374], [6.41975, -0.38120, -1.05052], [5.87260, -2.68250, -0.18383], [4.11870, -4.40170, -0.13665], [1.73769, -3.73941, -0.31090], [1.14982, -1.35565, -0.50198], [2.17781, 0.89307, -1.33514], [2.70729, 3.57229, -0.28016], [1.63099, 3.26694, 1.09985], [0.53357, 1.21519, 1.46774], [-1.34441, -0.31545, 1.73041], [-4.70767, 1.32214, 1.13787], [-4.53008, 1.54405, -0.61107], [-6.78689, 0.82346, -1.03713], [-7.01566, 1.66426, 0.50404], [-6.82379, -0.42624, 1.74279], [-7.78792, -0.91607, 0.34216], [-5.86596, -1.86842, -0.76549], [-5.39349, -2.17130, 0.91095], [-2.80341, 0.74919, -2.13806], [-0.89102, 2.28502, -2.42135]],
  "nbo_charge": [-0.603, -0.420, -0.005, -0.198, -0.203, -0.214, -0.205, 0.123, -0.631, 0.657, -0.613, -0.166, -0.497, 0.278, -0.261, -0.163, -0.138, 0.147, -0.186, -0.391, -0.216, -0.406, -0.412, -0.223, -0.183, -0.246, 0.202, 0.197, 0.240, 0.211, 0.208, 0.208, 0.213, 0.220, 0.223, 0.413, 0.222, 0.205, 0.228, 0.231, 0.197, 0.216, 0.205, 0.221, 0.205, 0.222, 0.206, 0.235, 0.219, 0.227]
}

***

*B*
{
  "formula": "C21H24N2O2S",
  "method": "ωB97M-V/def2-TZVPD",
  "homo_lumo_gap_ev": 9.05,
  "total_charge": 0,
  "lumo_energy_ev": 0.69,
  "elements": ["O", "C", "N", "C", "C", "C", "C", "C", "C", "C", "C", "C", "C", "C", "C", "C", "C", "S", "C", "C", "O", "N", "C", "C", "C", "C", "H", "H", "H", "H", "H", "H", "H", "H", "H", "H", "H", "H", "H", "H", "H", "H", "H", "H", "H", "H", "H", "H", "H", "H"],
  "coordinates": [[0.32257, -1.89820, -0.74809], [-0.60778, -1.25225, -0.30242], [-1.06585, -0.11746, -0.86950], [-0.48046, 0.49177, -2.03779], [-0.04942, 1.93710, -1.74879], [-1.24272, 2.75603, -1.34918], [-2.08407, 3.31278, -2.30411], [-3.21382, 4.01458, -1.92254], [-3.52006, 4.16152, -0.57999], [-2.68740, 3.61036, 0.37931], [-1.55495, 2.91214, -0.00300], [-1.42714, -1.70426, 0.86971], [-2.80872, -1.51892, 0.84473], [-3.61835, -2.00740, 1.85329], [-3.06005, -2.70314, 2.91250], [-1.69279, -2.89739, 2.95411], [-0.87815, -2.40289, 1.94420], [0.86480, -2.73289, 2.10891], [1.51926, -1.04649, 2.37686], [1.85510, -0.24397, 1.13409], [1.29812, 0.82716, 0.92913], [2.83075, -0.71309, 0.35341], [3.44665, -2.02497, 0.42039], [4.57394, -1.95036, -0.60507], [3.97714, -1.03608, -1.67116], [3.25506, 0.01180, -0.83351], [-1.72024, 0.45961, -0.36281], [0.37185, -0.12548, -2.33086], [-1.21838, 0.48153, -2.85076], [0.41904, 2.34959, -2.64397], [0.67052, 1.92731, -0.92958], [-1.84849, 3.20019, -3.35334], [-3.85781, 4.44815, -2.67404], [-4.40298, 4.70827, -0.28278], [-2.91984, 3.72673, 1.42813], [-0.89219, 2.49331, 0.74148], [-3.26230, -1.01495, 0.00353], [-4.68588, -1.85266, 1.80592], [-3.68547, -3.09303, 3.70131], [-1.23634, -3.43884, 3.76862], [2.41798, -1.19193, 2.97827], [0.78017, -0.49570, 2.95855], [2.71300, -2.78413, 0.13071], [3.80511, -2.24548, 1.42827], [4.84387, -2.93173, -0.98800], [5.45886, -1.48792, -0.16447], [4.72499, -0.59852, -2.32900], [3.25457, -1.59235, -2.26819], [2.39087, 0.44636, -1.33480], [3.92743, 0.82622, -0.53770]],
  "nbo_charge": [-0.636, 0.672, -0.611, -0.210, -0.455, -0.034, -0.164, -0.223, -0.224, -0.205, -0.238, -0.162, -0.131, -0.226, -0.195, -0.211, -0.138, 0.249, -0.615, 0.685, -0.669, -0.424, -0.222, -0.405, -0.411, -0.208, 0.409, 0.229, 0.189, 0.213, 0.258, 0.199, 0.211, 0.212, 0.213, 0.235, 0.211, 0.217, 0.217, 0.227, 0.240, 0.251, 0.226, 0.198, 0.219, 0.199, 0.216, 0.213, 0.217, 0.192]
}

***

Q: Which of them is the most stable? A: *B*.

***

*A*
{
  "formula": "C16H21N3O2",
  "method": "ωB97M-V/def2-TZVPD",
  "homo_lumo_gap_ev": 8.63,
  "total_charge": 0,
  "lumo_energy_ev": 0.63,
  "elements": ["C", "C", "C", "C", "C", "C", "O", "C", "C", "C", "C", "O", "C", "C", "C", "C", "N", "C", "N", "C", "N", "H", "H", "H", "H", "H", "H", "H", "H", "H", "H", "H", "H", "H", "H", "H", "H", "H", "H", "H", "H", "H"],
  "coordinates": [[-3.32263, -2.11232, -0.56090], [-3.67399, -0.84157, -0.59292], [-3.45429, 0.06967, -1.76446], [-2.48030, 1.14766, -1.37002], [-2.91338, 2.40364, -1.00344], [-2.01971, 3.39329, -0.59048], [-2.57538, 4.59534, -0.25406], [-1.71996, 5.63375, 0.15205], [-0.66790, 3.09512, -0.54726], [-0.22103, 1.83235, -0.91347], [-1.10763, 0.85107, -1.32458], [-0.75893, -0.40851, -1.73683], [0.53044, -0.89857, -1.46348], [0.72545, -1.21681, 0.02186], [2.11024, -1.79224, 0.29389], [2.28842, -2.13362, 1.77602], [3.59394, -2.67559, 2.02697], [4.72582, -2.04908, 2.39372], [5.71809, -2.90420, 2.45703], [5.14204, -4.07098, 2.10771], [3.86228, -3.97227, 1.83859], [-3.48496, -2.72893, 0.30768], [-2.85906, -2.58962, -1.40819], [-4.12830, -0.37289, 0.27097], [-4.40261, 0.52566, -2.05640], [-3.05164, -0.49996, -2.60198], [-3.96401, 2.64808, -1.02974], [-1.00788, 5.90094, -0.63593], [-1.17112, 5.37148, 1.06293], [-2.36602, 6.48626, 0.35599], [0.05950, 3.82667, -0.23295], [0.83997, 1.64080, -0.87243], [1.30567, -0.20610, -1.81685], [0.60487, -1.81813, -2.05110], [0.57799, -0.30575, 0.60615], [-0.04458, -1.92966, 0.32265], [2.25788, -2.70013, -0.29396], [2.87608, -1.07126, -0.00366], [2.15954, -1.23975, 2.39198], [1.55323, -2.88535, 2.07280], [4.78683, -1.00219, 2.60950], [5.67702, -4.99631, 2.05660]],
  "nbo_charge": [-0.400, -0.154, -0.461, -0.025, -0.232, 0.283, -0.494, -0.250, -0.313, -0.232, 0.265, -0.504, -0.048, -0.431, -0.402, -0.203, -0.177, 0.169, -0.481, 0.129, -0.290, 0.196, 0.191, 0.195, 0.219, 0.228, 0.220, 0.174, 0.173, 0.200, 0.218, 0.206, 0.167, 0.194, 0.208, 0.214, 0.216, 0.200, 0.207, 0.224, 0.202, 0.199]
}

***

*B*
{
  "formula": "C16H21N3O2",
  "method": "ωB97M-V/def2-TZVPD",
  "homo_lumo_gap_ev": 9.29,
  "total_charge": 0,
  "lumo_energy_ev": 0.63,
  "elements": ["C", "C", "C", "C", "C", "C", "C", "C", "O", "N", "C", "N", "C", "C", "C", "C", "C", "C", "N", "C", "O", "H", "H", "H", "H", "H", "H", "H", "H", "H", "H", "H", "H", "H", "H", "H", "H", "H", "H", "H", "H", "H"],
  "coordinates": [[4.99419, -0.05872, 0.48798], [3.52944, 0.34282, 0.61822], [2.62617, -0.78643, 0.12695], [1.10744, -0.57380, 0.26836], [0.64126, -0.28997, 1.72884], [0.91366, -1.41176, 2.74298], [2.17343, -1.20696, 3.57710], [0.61984, 0.62697, -0.52790], [1.26247, 1.62034, -0.75768], [-0.69681, 0.56501, -0.92140], [-1.51200, -0.55401, -0.93407], [-2.73493, -0.58814, -1.25114], [-3.46756, 0.48070, -1.74685], [-4.67741, 0.80125, -1.13271], [-5.46834, 1.81126, -1.64337], [-5.07795, 2.50229, -2.77942], [-3.88831, 2.17343, -3.40643], [-3.08154, 1.17413, -2.89523], [-0.88966, -1.72433, -0.56429], [0.40982, -1.86149, -0.15027], [0.90741, -2.95758, -0.06140], [5.63977, 0.74546, 0.83248], [5.24131, -0.27575, -0.54868], [5.20614, -0.94677, 1.08078], [3.34626, 1.24107, 0.03105], [3.31726, 0.57532, 1.66144], [2.83467, -0.95864, -0.93284], [2.87379, -1.70959, 0.65383], [1.11768, 0.63387, 2.06019], [-0.43624, -0.10415, 1.69220], [0.97659, -2.37365, 2.23393], [0.06094, -1.46213, 3.42393], [2.23579, -1.97916, 4.34062], [3.06885, -1.26597, 2.96716], [2.15243, -0.23933, 4.07481], [-1.08320, 1.40697, -1.33531], [-4.97444, 0.25447, -0.25116], [-6.39943, 2.05819, -1.15493], [-5.70171, 3.28757, -3.17861], [-3.58261, 2.69906, -4.29924], [-2.16571, 0.90097, -3.40212], [-1.41876, -2.57282, -0.72782]],
  "nbo_charge": [-0.598, -0.413, -0.378, -0.259, -0.377, -0.418, -0.601, 0.721, -0.569, -0.655, 0.610, -0.533, 0.211, -0.254, -0.191, -0.234, -0.192, -0.299, -0.626, 0.717, -0.575, 0.210, 0.202, 0.197, 0.233, 0.192, 0.214, 0.227, 0.225, 0.213, 0.223, 0.208, 0.214, 0.203, 0.200, 0.435, 0.220, 0.215, 0.215, 0.215, 0.213, 0.436]
}

***

Q: Which of them is the most stable? A: *B*.

***

*A*
{
  "formula": "C4H3NO",
  "method": "ωB97M-V/def2-TZVPD",
  "homo_lumo_gap_ev": 8.50,
  "total_charge": 0,
  "lumo_energy_ev": 0.64,
  "elements": ["C", "C", "C", "C", "N", "O", "H", "H", "H"],
  "coordinates": [[-0.71007, -0.25174, 0.48369], [0.14282, -1.25746, -0.14605], [-0.46076, 1.02969, 0.46394], [1.16394, -0.98367, -0.90061], [-0.14345, 2.18415, 0.65751], [2.07492, -0.76890, -1.59586], [-1.60684, -0.59882, 0.96852], [-0.06961, -2.29315, 0.04111], [-0.39095, 2.93989, 0.02774]],
  "nbo_charge": [-0.426, -0.553, 0.414, 0.720, -0.617, -0.445, 0.255, 0.271, 0.381]
}

***

*B*
{
  "formula": "C4H3NO",
  "method": "ωB97M-V/def2-TZVPD",
  "homo_lumo_gap_ev": 9.07,
  "total_charge": 0,
  "lumo_energy_ev": -1.30,
  "elements": ["N", "C", "C", "C", "C", "O", "H", "H", "H"],
  "coordinates": [[1.97086, 0.96338, -1.71691], [1.42166, 0.53861, -0.80466], [0.82789, 0.06069, 0.60768], [-0.41759, -0.49842, 0.69252], [-1.43065, -0.11899, -0.30041], [-0.79619, 0.60955, -1.13103], [1.71301, 0.05904, 1.28692], [-0.70078, -1.01032, 1.50826], [-2.58821, -0.60353, -0.14237]],
  "nbo_charge": [-0.325, 0.257, -0.143, -0.288, 0.362, -0.493, 0.249, 0.207, 0.175]
}

***

*C*
{
  "formula": "C4H3NO",
  "method": "ωB97M-V/def2-TZVPD",
  "homo_lumo_gap_ev": 11.71,
  "total_charge": 0,
  "lumo_energy_ev": 0.57,
  "elements": ["C", "C", "C", "O", "C", "N", "H", "H", "H"],
  "coordinates": [[-0.13161, 0.57652, -2.02760], [-0.00496, 0.43297, -0.84044], [0.17599, 0.25004, 0.61140], [1.39699, -0.35496, 0.95277], [-0.97397, -0.50992, 1.17008], [-1.84414, -1.12549, 1.61688], [-0.25239, 0.70824, -3.08125], [0.18747, 1.23181, 1.09687], [1.44662, -1.20922, 0.50130]],
  "nbo_charge": [-0.159, -0.068, -0.054, -0.658, 0.248, -0.283, 0.244, 0.250, 0.479]
}

***

Q: Which of them is the most stable? A: *A*.